[1]
The following is a quantum chemistry calculation of a cluster of 2 separate species, C4H12N3 in total, from the Open Molecules 2025 dataset.

- E_tot (Eh) = -323.61124
- 2S+1 = 1
- orbital gap (eV) = 10.66
- relative energy (zero: lowest compared OMol25 entry of this formula, charge and spin) (eV) = 1.824
- net charge = +1

Positions of all 19 atoms, in Å:
C: -1.711 0.589 -0.121
C: 1.868 -1.649 -0.305
C: 1.787 0.737 0.663
C: 2.158 -0.539 0.741
N: -3.055 0.611 -0.188
N: -1.067 1.122 0.828
N: -1.079 -0.010 -1.160
H: 0.858 -2.048 -0.078
H: 1.693 -1.244 -1.387
H: 2.701 -2.452 -0.277
H: 2.071 1.566 1.189
H: 1.446 0.975 -0.362
H: -0.056 -0.227 -1.008
H: 2.752 -0.824 1.592
H: -3.643 1.055 0.543
H: -3.535 -0.030 -0.872
H: -1.650 1.569 1.568
H: -0.092 1.167 0.696
H: -1.446 -0.368 -2.062


[2]
The following is a quantum chemistry calculation of a structure of composition C9H20ClCuF4N3O8S4, from the Open Molecules 2025 dataset.

- E_tot (Eh) = -5213.78823
- 2S+1 = 1
- orbital gap (eV) = 4.73
- relative energy (zero: lowest compared OMol25 entry of this formula, charge and spin) (eV) = 7.567
- net charge = -1

Positions of all 50 atoms, in Å:
Cu: -7.202 -0.372 -28.994
C: -13.542 8.270 -22.019
C: -13.322 8.551 -23.482
C: -12.060 7.934 -24.060
C: -12.163 6.400 -24.337
N: -11.028 5.781 -25.128
C: -9.688 5.780 -24.327
C: -8.948 4.657 -25.149
C: -9.995 3.595 -25.421
C: -11.385 4.269 -25.285
C: -10.875 6.269 -26.619
H: -14.422 8.852 -21.745
H: -12.654 8.595 -21.478
H: -13.664 7.216 -21.769
H: -13.306 9.640 -23.522
H: -14.183 8.247 -24.077
H: -11.208 8.038 -23.388
H: -11.820 8.413 -25.009
H: -13.084 6.171 -24.872
H: -12.301 5.891 -23.383
H: -9.192 6.749 -24.381
H: -9.966 5.513 -23.308
H: -8.541 5.040 -26.085
H: -8.065 4.357 -24.585
H: -9.778 3.195 -26.412
H: -9.848 2.816 -24.673
H: -12.000 4.005 -26.145
H: -11.969 3.891 -24.446
H: -11.837 6.358 -27.124
H: -10.330 5.658 -27.339
H: -10.400 7.250 -26.588
Cl: -3.669 -0.170 -31.094
N: -10.110 0.592 -30.842
S: -10.139 1.563 -31.940
O: -10.325 2.926 -31.446
O: -10.723 1.150 -33.231
F: -8.509 1.536 -32.342
S: -11.834 0.436 -30.828
O: -12.422 -0.626 -31.651
O: -12.688 1.567 -30.506
F: -11.825 -0.274 -29.358
N: -6.988 -1.605 -25.579
S: -6.101 -1.215 -24.413
O: -4.929 -2.066 -24.106
O: -6.779 -0.522 -23.315
F: -5.443 0.035 -25.132
S: -7.589 -3.020 -24.946
O: -8.388 -2.875 -23.701
O: -6.803 -4.236 -25.068
F: -8.785 -3.229 -25.959


[3]
The following is a quantum chemistry calculation of the molecule C6H11N, from the Open Molecules 2025 dataset.

- structure (SMILES) = C=CC(N)=C(C)C
- E_tot (Eh) = -289.92278
- 2S+1 = 1
- orbital gap (eV) = 8.86
- relative energy (zero: lowest compared OMol25 entry of this formula, charge and spin) (eV) = 1.331
- net charge = 0

Positions of all 18 atoms, in Å:
C: 1.650 -2.158 0.805
C: 0.756 -1.468 0.095
C: 0.108 -0.237 0.502
N: 0.508 0.264 1.779
C: -0.514 0.537 -0.424
C: -0.888 1.977 -0.184
C: -0.860 0.005 -1.793
H: 2.028 -3.153 0.627
H: 1.875 -1.809 1.810
H: 0.598 -1.818 -0.921
H: 0.012 -0.132 2.580
H: 0.409 1.265 1.836
H: -0.729 2.273 0.852
H: -0.164 2.591 -0.728
H: -1.928 2.221 -0.390
H: -1.617 0.656 -2.226
H: -1.216 -1.020 -1.713
H: -0.027 0.007 -2.505


[4]
The following is a quantum chemistry calculation of a cluster of 3 separate species, C4H15N2O in total, from the Open Molecules 2025 dataset.

- E_tot (Eh) = -345.67091
- 2S+1 = 1
- orbital gap (eV) = 5.49
- relative energy (zero: lowest compared OMol25 entry of this formula, charge and spin) (eV) = 7.478
- net charge = +1

Positions of all 22 atoms, in Å:
N: 1.136 -1.747 1.026
C: -0.221 -1.368 1.525
C: -0.833 -0.417 0.483
N: 0.195 0.464 -0.039
C: -0.477 1.266 -1.124
C: 0.615 2.091 -1.777
H: 1.382 -1.046 0.306
H: -0.121 -3.150 -1.585
H: 1.058 -2.636 0.534
H: -0.801 -2.273 1.691
H: -0.080 -0.850 2.474
H: -1.713 0.099 0.897
H: -1.210 -1.024 -0.355
H: 0.190 1.246 1.270
H: -1.306 1.880 -0.753
H: -0.851 0.553 -1.866
H: 1.221 1.384 -2.356
H: 0.321 2.910 -2.429
H: 1.298 2.436 -0.999
H: -0.317 -3.807 -1.318
H: 0.612 2.323 2.257
O: -0.096 1.668 2.136


Q: Among the records above, which one has the lowest orbital gap?
A: C9H20ClCuF4N3O8S4


Repeat the fourth record exactly.
The following is a quantum chemistry calculation of a cluster of 3 separate species, C4H15N2O in total, from the Open Molecules 2025 dataset.

- E_tot (Eh) = -345.67091
- 2S+1 = 1
- orbital gap (eV) = 5.49
- relative energy (zero: lowest compared OMol25 entry of this formula, charge and spin) (eV) = 7.478
- net charge = +1

Positions of all 22 atoms, in Å:
N: 1.136 -1.747 1.026
C: -0.221 -1.368 1.525
C: -0.833 -0.417 0.483
N: 0.195 0.464 -0.039
C: -0.477 1.266 -1.124
C: 0.615 2.091 -1.777
H: 1.382 -1.046 0.306
H: -0.121 -3.150 -1.585
H: 1.058 -2.636 0.534
H: -0.801 -2.273 1.691
H: -0.080 -0.850 2.474
H: -1.713 0.099 0.897
H: -1.210 -1.024 -0.355
H: 0.190 1.246 1.270
H: -1.306 1.880 -0.753
H: -0.851 0.553 -1.866
H: 1.221 1.384 -2.356
H: 0.321 2.910 -2.429
H: 1.298 2.436 -0.999
H: -0.317 -3.807 -1.318
H: 0.612 2.323 2.257
O: -0.096 1.668 2.136


Q: Among the records above, which one has the highest E_tot?
A: C6H11N